(1)
73
Properties=species:S:1:pos:R:3:mulliken_charge:R:1 method="wB97M-V/def2-TZVPD" total_charge=+1 lumo_energy_ev=-2.366 homo_energy_ha=-0.353 energy_ha=-2809.87314
C 0.81 -2.29 1.26 -1.524
C 0.97 -0.83 0.93 0.491
O 1.74 -0.15 1.56 -0.556
N 0.24 -0.23 -0.14 0.645
C 0.33 -0.99 -1.39 -1.240
C -1.08 0.13 0.26 0.325
C -1.21 0.94 1.40 -0.666
C -2.47 1.34 1.81 0.604
Cl -2.58 2.37 3.20 -0.213
C -3.64 0.97 1.14 -0.823
C -3.50 0.15 0.03 0.713
C -2.24 -0.26 -0.39 -0.784
S -4.90 -0.37 -0.91 -0.340
C -6.20 -0.16 0.29 0.158
C -6.03 0.69 1.37 -0.175
C -7.09 0.82 2.26 -0.221
C -8.28 0.15 2.09 -0.451
O -9.27 0.42 3.02 -0.303
N -9.49 -0.59 4.02 0.283
O -8.57 -1.30 4.18 -0.275
C -8.47 -0.72 1.01 0.475
P -10.07 -1.57 0.80 0.547
O -11.08 -1.27 1.84 -0.596
C -7.40 -0.87 0.10 -0.265
B -7.56 -1.81 -1.18 0.463
N -8.01 -3.19 -1.18 -0.609
O -7.26 -1.25 -2.39 -0.547
N -4.87 1.47 1.63 -0.091
H 1.22 -2.89 0.45 0.369
H 1.32 -2.48 2.19 0.423
H -0.25 -2.50 1.39 0.323
H 1.33 -0.83 -1.80 0.109
H 0.24 -2.06 -1.25 0.542
H -0.36 -0.62 -2.14 0.420
H -0.33 1.25 1.94 0.578
H -2.19 -0.91 -1.25 0.412
H -6.98 1.49 3.10 0.523
H -9.75 -2.93 0.80 0.042
H -10.53 -1.22 -0.49 0.110
H -7.85 -3.66 -0.30 0.268
H -8.98 -3.29 -1.44 0.282
H -6.94 -1.93 -2.99 0.324
H -5.02 2.44 1.36 0.258
C 3.58 2.23 -1.36 -1.589
C 3.77 1.02 -0.44 0.215
C 5.13 0.84 0.22 -0.831
N 6.34 0.60 -0.66 0.328
C 7.42 0.09 0.27 -0.537
C 8.79 -0.02 -0.38 -0.747
C 9.21 1.31 -0.99 -0.701
C 8.15 1.79 -1.97 -0.744
C 6.79 1.89 -1.30 -0.471
C 6.02 -0.44 -1.68 -1.054
H 3.98 2.07 -2.36 0.335
H 2.51 2.43 -1.48 0.473
H 4.03 3.13 -0.94 0.317
H 3.48 0.11 -0.98 0.228
H 3.06 1.11 0.38 0.241
H 5.06 -0.03 0.88 0.379
H 5.37 1.70 0.84 0.323
H 7.46 0.78 1.11 0.409
H 7.09 -0.88 0.63 0.468
H 9.51 -0.33 0.38 0.389
H 8.80 -0.80 -1.14 0.323
H 10.17 1.21 -1.49 0.392
H 9.35 2.06 -0.20 0.299
H 8.11 1.12 -2.83 0.312
H 8.41 2.77 -2.36 0.414
H 6.04 2.16 -2.04 0.240
H 6.80 2.64 -0.52 0.426
H 5.29 -0.03 -2.37 0.333
H 5.63 -1.31 -1.17 0.333
H 6.92 -0.70 -2.22 0.487



(2)
69
Properties=species:S:1:pos:R:3:mulliken_charge:R:1 method="wB97M-V/def2-TZVPD" multiplicity=5 s2=6.05 total_charge=-2 relative_energy_kj_mol=74.3 lumo_energy_ev="4.480 / 4.472" homo_energy_ha="0.023 / -0.027" energy_ha=-1605.12017
Ir -0.71 -0.13 -0.38 0.363
C -2.31 -3.77 -2.02 -1.280
C -3.49 -3.07 -1.43 0.982
C -4.78 -3.53 -1.62 -0.787
C -5.88 -2.87 -1.07 -0.668
C -5.66 -1.71 -0.33 -0.781
C -4.39 -1.20 -0.13 1.294
C -4.21 0.05 0.68 -0.924
C -3.25 -1.90 -0.64 -0.515
N -1.99 -1.51 -0.39 0.393
H -2.62 -4.68 -2.55 0.382
H -1.59 -4.03 -1.24 0.207
H -1.77 -3.13 -2.71 0.182
H -4.93 -4.43 -2.22 0.280
H -6.89 -3.25 -1.22 0.347
H -6.50 -1.17 0.09 0.299
H -5.15 0.59 0.76 0.411
H -3.46 0.71 0.23 -0.104
H -3.84 -0.17 1.69 0.191
C 4.69 -0.64 -0.23 -1.979
C 3.58 0.25 -0.77 1.666
C 3.93 1.72 -0.55 -1.744
O 2.38 -0.03 -0.05 -0.774
B 1.26 0.17 -0.92 0.713
O 1.78 0.29 -2.23 -0.615
C 3.16 -0.06 -2.23 1.822
C 3.87 0.78 -3.29 -1.927
C 3.26 -1.54 -2.58 -2.110
H 4.92 -0.35 0.80 0.468
H 5.61 -0.53 -0.82 0.323
H 4.39 -1.68 -0.22 0.379
H 4.01 1.90 0.52 0.389
H 3.14 2.37 -0.94 0.304
H 4.88 2.00 -1.02 0.313
H 3.67 1.84 -3.14 0.367
H 3.51 0.50 -4.28 0.471
H 4.96 0.62 -3.26 0.316
H 2.75 -2.14 -1.83 0.373
H 4.30 -1.87 -2.66 0.338
H 2.77 -1.70 -3.54 0.499
O 2.31 3.65 1.88 -0.577
C 2.38 2.69 2.91 -0.657
N 1.29 2.82 3.84 -0.061
C 0.86 1.68 4.60 0.133
O 0.95 1.74 5.84 -0.832
C 0.28 0.59 3.89 0.089
C -0.10 -0.63 4.55 -0.821
C -0.63 -1.65 3.80 -0.564
C -0.83 -1.52 2.43 -0.648
N -0.51 -0.34 1.80 -0.291
C 0.00 0.64 2.50 -0.189
H 1.45 3.53 1.45 0.321
H 3.36 2.87 3.39 0.416
H 2.37 1.67 2.50 0.383
H 1.47 3.55 4.52 0.339
H 0.04 -0.71 5.62 0.415
H -0.92 -2.58 4.27 0.330
H -1.27 -2.27 1.80 0.525
H 0.19 1.55 1.94 0.503
C -1.14 3.23 -0.31 -0.146
O -1.91 2.48 -1.21 -0.324
C -1.29 1.30 -1.68 -0.094
C -2.08 0.78 -2.85 -1.147
H -1.76 3.52 0.54 0.300
H -0.77 4.14 -0.81 0.370
H -0.29 2.65 0.04 -0.415
H -2.28 1.57 -3.58 0.381
H -3.05 0.36 -2.54 0.160
H -1.53 -0.02 -3.34 0.242



(3)
77
Properties=species:S:1:pos:R:3:mulliken_charge:R:1 method="wB97M-V/def2-TZVPD" relative_energy_kj_mol=0.0 lumo_energy_ev=-0.314 homo_energy_ha=-0.301 energy_ha=-4122.98619
Tc -0.23 0.18 0.85 0.026
N -2.22 -0.94 3.44 -0.072
C -1.42 -1.86 2.81 0.104
N -1.31 -3.12 3.17 -0.541
N -0.43 -3.64 2.29 -0.728
N -0.03 -2.76 1.45 -0.122
N -0.67 -1.59 1.73 0.576
C -2.41 0.35 3.00 0.284
N -3.36 1.15 3.43 -0.523
N -3.18 2.29 2.72 -0.605
N -2.19 2.19 1.92 -0.409
N -1.66 0.94 2.07 0.403
H -2.83 -1.27 4.16 0.255
Cl 4.73 3.16 -2.75 -0.208
C 3.54 2.02 -2.22 0.066
C 2.29 2.48 -1.84 -0.749
C 1.36 1.55 -1.44 0.943
Cl -0.16 2.09 -0.75 -0.185
C 1.62 0.18 -1.41 -0.966
O 0.66 -0.71 -1.00 0.280
C 2.91 -0.23 -1.72 0.747
Cl 3.32 -1.89 -1.52 -0.158
C 3.87 0.68 -2.14 -0.605
H 2.06 3.54 -1.84 0.509
H 4.86 0.34 -2.39 0.488
C 1.12 -4.56 -1.19 -1.024
Si 0.52 -3.71 -2.75 0.885
C -0.88 -4.73 -3.48 -1.260
C 1.85 -3.63 -4.09 -1.123
Si -0.33 -1.56 -2.24 -0.898
Si -2.56 -1.77 -1.48 0.703
C -2.89 -3.25 -0.39 -0.886
C -3.51 -2.04 -3.08 -1.244
C -3.24 -0.17 -0.77 -0.563
Si -0.37 -0.32 -4.26 0.897
C -1.02 -1.51 -5.57 -1.098
C 1.34 0.19 -4.86 -1.056
C -1.50 1.18 -4.19 -1.202
H 1.98 -5.21 -1.40 0.457
H 0.32 -5.20 -0.80 0.325
H 1.38 -3.87 -0.40 0.136
H -0.46 -5.66 -3.85 0.446
H -1.39 -4.24 -4.32 0.312
H -1.63 -4.98 -2.73 0.308
H 2.53 -4.48 -4.00 0.468
H 2.46 -2.73 -4.06 0.221
H 1.38 -3.69 -5.07 0.318
H -2.64 -4.17 -0.93 0.238
H -3.96 -3.27 -0.17 0.391
H -2.35 -3.26 0.55 0.239
H -3.19 -2.93 -3.63 0.299
H -3.45 -1.18 -3.75 0.225
H -4.56 -2.18 -2.82 0.491
H -2.69 0.31 0.04 -0.105
H -4.24 -0.36 -0.37 0.385
H -3.34 0.57 -1.57 0.322
H -0.56 -2.50 -5.49 0.128
H -0.75 -1.11 -6.55 0.442
H -2.10 -1.63 -5.54 0.332
H 2.00 -0.67 -4.92 0.249
H 1.82 0.95 -4.24 0.239
H 1.23 0.60 -5.87 0.500
H -2.52 0.90 -4.48 0.385
H -1.16 1.95 -4.89 0.404
H -1.56 1.63 -3.20 0.243
C 1.18 0.53 1.67 0.484
C 2.42 0.75 2.35 0.477
C 2.72 2.00 2.90 -0.435
C 3.94 2.20 3.52 -0.666
C 4.86 1.16 3.61 -0.369
C 4.56 -0.09 3.07 -0.747
C 3.34 -0.30 2.44 -0.323
H 1.99 2.80 2.83 0.503
H 4.18 3.17 3.95 0.413
H 5.81 1.32 4.10 0.402
H 5.27 -0.89 3.14 0.417
H 3.09 -1.26 2.02 0.502